# 1
{"formula": "C7H10", "method": "ωB97M-V/def2-TZVPD", "symbols": ["C", "C", "C", "C", "C", "C", "C", "H", "H", "H", "H", "H", "H", "H", "H", "H", "H"], "coordinates": [[-1.841319, 0.514923, -0.243836], [-1.127048, -0.792901, -0.024591], [0.162682, -1.013102, -0.685766], [1.110838, 0.768597, -0.953862], [1.451763, 0.920612, 0.457674], [1.120519, -0.092142, 1.273897], [0.148039, -1.087964, 0.808046], [-2.190506, 0.582530, -1.283157], [-2.703390, 0.609369, 0.419684], [-1.160640, 1.350953, -0.068966], [-1.803606, -1.634174, 0.147408], [0.605279, -1.755570, -1.347130], [0.993414, 1.782542, -1.444780], [1.757259, 0.218481, -1.604937], [1.821822, 1.849774, 0.887836], [1.643325, -0.261862, 2.203788], [0.011577, -1.960074, 1.458691]], "atomic_forces_ev_per_a": [[-0.05, 0.10, 0.17], [-0.06, 0.18, 0.06], [0.33, 1.39, -0.61], [-0.82, -1.22, 0.13], [0.09, -0.36, 0.34], [0.05, 0.44, 0.45], [0.29, 0.29, -0.12], [0.07, -0.05, 0.23], [0.03, 0.07, -0.02], [-0.14, -0.04, 0.04], [0.27, 0.05, -0.36], [-0.48, 0.30, -0.04], [-1.22, -1.34, 0.14], [1.14, 0.00, 0.16], [0.54, -0.21, -0.32], [-0.44, 0.41, 0.56], [0.40, 0.00, -0.83]], "homo_ev": -8.1, "e_above_lowest_kcal_mol": 94.29, "total_charge": 0, "lumo_energy_ha": 0.0394, "energy_ha": -272.5677, "homo_lumo_gap_ha": 0.33635}

***

# 2
{"formula": "C7H10", "method": "ωB97M-V/def2-TZVPD", "symbols": ["C", "C", "C", "C", "C", "C", "C", "H", "H", "H", "H", "H", "H", "H", "H", "H", "H"], "coordinates": [[1.396306, -0.709818, -0.166492], [0.868661, 0.703002, 0.159160], [-0.138552, 0.905210, -0.984814], [-0.978307, -0.385125, -0.779793], [-1.458381, 0.380936, 1.510175], [-0.040066, 0.018579, 1.244507], [-0.037990, -1.136789, 0.199690], [1.763551, -0.892060, -1.184450], [2.125328, -1.074210, 0.564720], [1.543331, 1.528056, 0.400577], [0.368764, 0.897871, -1.955988], [-0.717825, 1.830606, -0.917329], [-1.294429, -0.891360, -1.693062], [-1.646294, 1.418606, 1.159192], [-1.919240, -0.204504, -0.205115], [0.471186, -0.228852, 2.182200], [-0.306037, -2.160144, 0.466820]], "atomic_forces_ev_per_a": [[0.08, -0.08, -0.07], [0.06, 0.21, -0.02], [-0.03, 0.09, -0.05], [-0.05, -0.05, -0.09], [0.34, 0.12, 0.11], [-0.13, 0.06, 0.20], [-0.13, -0.21, 0.07], [-0.13, 0.03, 0.16], [-0.15, 0.06, -0.09], [-0.12, -0.13, -0.06], [-0.08, 0.03, 0.15], [0.03, -0.16, 0.03], [0.23, -0.03, -0.01], [0.04, -0.11, 0.08], [0.02, 0.02, -0.30], [0.00, -0.03, -0.13], [0.01, 0.19, 0.02]], "homo_ev": -8.5, "e_above_lowest_kcal_mol": 116.50, "total_charge": 0, "lumo_energy_ha": -0.0039, "energy_ha": -272.5324, "homo_lumo_gap_ha": 0.30909}

***

# 3
{"formula": "C7H10Br3NO2", "method": "ωB97M-V/def2-TZVPD", "symbols": ["C", "C", "Br", "C", "Br", "O", "C", "O", "N", "C", "C", "C", "Br", "H", "H", "H", "H", "H", "H", "H", "H", "H", "H"], "coordinates": [[-2.282937, 2.789497, 1.174652], [-2.131342, 1.213264, 1.337638], [-2.105519, 0.516381, 3.215651], [-2.036240, 0.298633, 0.246507], [-2.061756, 1.070053, -1.561644], [-1.961433, -1.086603, 0.582374], [-1.230298, -1.844604, -0.369015], [-1.681656, -2.152814, -1.506542], [0.113409, -2.387532, -0.057633], [1.108098, -1.293201, 0.198816], [2.122992, -1.084162, -1.018183], [2.966526, 0.272675, -0.698274], [1.176285, -0.769368, -2.768043], [-1.441043, 3.248506, 0.562115], [-2.253632, 3.270054, 2.215249], [-3.331712, 3.030549, 0.751439], [0.436704, -2.882175, -0.906374], [0.563304, -0.347171, 0.527615], [1.729300, -1.631596, 1.113549], [2.883888, -1.920025, -1.151297], [3.766004, 0.435881, -1.500646], [2.225405, 1.144970, -0.728517], [3.425654, 0.108786, 0.340563]], "atomic_forces_ev_per_a": [[-0.56, -0.46, 0.91], [0.23, -1.06, -2.36], [0.00, 0.61, -1.95], [-0.31, 2.25, 3.69], [-0.02, -1.10, 1.54], [1.60, 0.78, -2.32], [0.41, -2.52, -4.74], [0.61, 1.43, 4.74], [-1.61, 2.35, -0.13], [0.81, -0.62, 0.88], [0.81, 1.85, 1.08], [-0.65, -0.96, -0.36], [0.58, -0.43, 1.01], [-1.24, -0.77, 0.59], [0.04, -0.82, -1.50], [1.85, -0.37, 0.39], [-0.86, 0.25, 0.61], [0.86, -1.06, -0.75], [-0.68, 0.70, -1.45], [-1.43, 0.81, 0.09], [-1.10, -0.26, 1.29], [1.21, -1.17, 0.26], [-0.54, 0.57, -1.52]], "homo_ev": -9.1, "total_charge": 0, "lumo_energy_ha": 0.0060, "smiles": "C/C(Br)=C(\\Br)OC(=O)NC[C@H](C)Br", "energy_ha": -8199.9142, "homo_lumo_gap_ha": 0.34071}

***

# 4
{"formula": "C7H10BrCl2N2O", "method": "ωB97M-V/def2-TZVPD", "symbols": ["C", "C", "C", "C", "C", "C", "C", "N", "N", "O", "Cl", "Cl", "Br", "H", "H", "H", "H", "H", "H", "H", "H", "H", "H"], "coordinates": [[-0.773152, -0.994108, 0.138573], [-0.243538, 0.219023, 0.509254], [1.155600, 1.958535, -0.428916], [-0.426755, -1.651107, -1.225873], [0.838734, -1.081789, -1.581684], [-1.560563, 2.183335, 1.286132], [-0.522901, 1.110050, 1.680663], [0.702997, 0.811013, -0.395633], [1.951536, -1.960065, -1.009748], [-1.007007, 0.489133, 2.826718], [2.201265, 2.775508, -1.346991], [-1.205642, 3.310203, -0.110550], [1.250095, -0.907590, -3.536423], [-1.486824, -1.574895, 0.679459], [-0.441720, -2.753004, -0.930500], [-1.172891, -1.462925, -2.067490], [-2.537447, 1.515101, 1.064360], [-1.599069, 2.796763, 2.159778], [0.405606, 1.615894, 2.178644], [1.659078, -2.161281, -0.089321], [2.912782, -1.716233, -1.083035], [1.828099, -2.885793, -1.495982], [-1.928283, 0.364231, 2.778565]], "atomic_forces_ev_per_a": [[0.54, 2.03, -0.50], [0.22, -1.71, -1.13], [-0.87, -1.93, 0.81], [-2.10, -0.43, 1.11], [2.95, 0.82, -2.39], [-1.19, -1.56, -1.00], [1.38, 1.47, 1.23], [0.12, -0.06, 0.02], [-2.09, -1.62, -1.98], [1.15, -0.56, 0.22], [0.68, 0.47, -0.76], [-0.61, -0.75, 0.85], [-0.32, -0.13, 1.46], [-0.31, 0.24, 0.84], [0.19, 0.89, -1.04], [0.68, -0.25, 1.40], [1.88, 2.11, 0.39], [-0.75, 0.51, 0.34], [-1.05, -0.79, -1.95], [0.10, -0.01, 1.94], [0.91, 0.89, -0.08], [0.48, 0.75, 0.26], [-1.98, -0.39, -0.05]], "homo_ev": [-11.5, -11.8], "e_above_lowest_kcal_mol": 64.25, "total_charge": 1, "lumo_energy_ha": [-0.1532, -0.1412], "energy_ha": -3951.4279, "homo_lumo_gap_ha": [0.26842, 0.29357]}

***

# 5
{"formula": "C7H10Cl2IN4", "method": "ωB97M-V/def2-TZVPD", "symbols": ["C", "C", "Cl", "C", "Cl", "C", "N", "N", "N", "C", "C", "C", "I", "N", "H", "H", "H", "H", "H", "H", "H", "H", "H", "H"], "coordinates": [[4.779046, 0.680896, 0.079105], [3.475693, -0.007045, 0.301163], [3.537530, -1.599607, 0.927115], [2.278207, 0.527807, 0.026355], [2.111446, 2.097648, -0.669835], [1.003409, -0.143565, 0.243106], [0.517768, -0.681024, 1.361851], [-0.699578, -1.104155, 1.111416], [-0.969102, -0.885543, -0.130750], [-2.257083, -1.185806, -0.795035], [-3.415762, -0.488337, -0.090242], [-3.198087, 1.010796, 0.159028], [-5.128100, -0.880053, -1.301466], [0.070542, -0.292987, -0.707949], [5.583019, 0.140004, 0.568489], [4.734619, 1.694044, 0.483970], [4.982066, 0.755142, -0.991088], [-2.369124, -2.268960, -0.772557], [-2.150593, -0.849263, -1.825955], [-3.610468, -1.007926, 0.844242], [-2.189490, 1.333305, -0.109672], [-3.886128, 1.621121, -0.421963], [-3.354897, 1.238177, 1.211353], [0.099598, -0.000553, -1.677432]], "atomic_forces_ev_per_a": [[-0.08, 0.15, 0.11], [-0.17, 0.09, 0.05], [0.05, -0.14, 0.03], [0.13, -0.18, 0.06], [0.05, 0.14, -0.13], [-0.10, -0.30, -0.12], [-0.04, 0.23, 0.25], [0.07, -0.20, -0.18], [0.05, 0.04, 0.07], [-0.13, -0.06, -0.03], [0.13, 0.09, 0.14], [-0.13, -0.04, -0.10], [-0.09, -0.07, -0.01], [0.25, 0.28, 0.06], [0.01, -0.02, -0.06], [0.01, -0.03, -0.07], [0.04, -0.02, 0.02], [-0.01, 0.04, -0.09], [0.02, -0.01, 0.01], [0.00, 0.00, -0.02], [0.03, -0.01, 0.04], [0.04, -0.01, 0.03], [0.03, 0.05, -0.01], [-0.16, -0.03, -0.01]], "homo_ev": -12.8, "total_charge": 1, "lumo_energy_ha": -0.1653, "smiles": "C/C(Cl)=C(\\Cl)c1nnn(C[C@@H](C)I)[nH+]1", "energy_ha": -1709.5181, "homo_lumo_gap_ha": 0.30579}

***

Number 1: F_max 1.8 eV/Å. Number 2: F_max 0.4 eV/Å. Number 3: F_max 5.4 eV/Å. Number 4: F_max 3.9 eV/Å. Number 5: F_max 0.4 eV/Å.